No. 1
This record from OMol25 describes a molecular structure, C48H59BrFeIN2O2PSSe2. The level of theory is ωB97M-V/def2-TZVPD.

Last column: Mulliken charge in e.
CARTESIAN COORDINATES (ANGSTROEM)
Fe1 0.434 0.007 2.010  -0.3131
Se1 3.319 1.004 4.264  -0.0204
Se2 1.256 1.957 3.876  0.2585
C1 0.268 0.552 4.760  0.5830
C2 -0.006 0.529 6.113  -1.3357
C3 -0.626 -0.601 6.634  -0.3400
C4 -0.935 -1.648 5.778  -1.0173
C5 -0.652 -1.526 4.429  -0.3805
N1 -0.077 -0.433 3.927  0.9837
C6 3.346 -0.400 2.947  0.2692
C7 4.575 -1.056 2.888  -0.6616
C8 4.746 -2.095 1.998  -1.1776
C9 3.676 -2.440 1.178  -0.1102
C10 2.506 -1.725 1.293  0.2183
N2 2.318 -0.720 2.167  0.4728
H1 0.285 1.360 6.739  0.5825
H2 -0.846 -0.667 7.690  0.4855
H3 -1.400 -2.552 6.143  0.5076
H4 -0.878 -2.309 3.715  0.4459
H5 5.384 -0.743 3.535  0.4959
H6 5.691 -2.617 1.940  0.4550
H7 3.741 -3.247 0.462  0.7098
H8 1.651 -1.956 0.682  -0.7836
O1 0.774 0.410 0.073  1.2445
P1 1.314 1.202 -1.126  -1.1984
C11 -0.050 1.383 -2.325  1.8996
C12 0.227 2.155 -3.635  -0.4511
C13 -1.073 2.694 -4.246  -0.9736
C14 -2.208 1.700 -4.051  -0.7774
C15 -2.555 1.586 -2.560  -0.7278
C16 -1.344 1.873 -1.661  -0.1911
C17 2.063 2.751 -0.529  0.6389
C18 1.193 3.320 0.609  2.2209
C19 1.586 4.757 0.919  -0.9284
C20 1.240 5.678 -0.258  -1.0450
C21 1.342 4.931 -1.595  -0.2935
C22 2.436 3.871 -1.528  -1.3890
C23 2.645 0.208 -1.896  0.7206
C24 2.205 -1.222 -2.245  0.2262
C25 3.382 -2.055 -2.742  -1.0186
C26 4.128 -1.386 -3.914  -0.9551
C27 3.485 -0.064 -4.306  -1.0617
C28 3.357 0.874 -3.108  -0.5227
H9 -0.217 0.332 -2.598  0.1154
H10 0.703 1.478 -4.348  0.2340
H11 0.917 2.982 -3.477  0.0366
H12 -0.907 2.907 -5.303  0.5805
H13 -1.338 3.647 -3.782  0.3364
H14 -1.896 0.727 -4.445  0.2578
H15 -3.089 1.990 -4.623  0.5402
H16 -2.944 0.588 -2.340  0.0983
H17 -3.353 2.285 -2.306  0.5145
H18 -1.479 1.386 -0.693  -1.2561
H19 -1.261 2.944 -1.457  0.6568
H20 2.997 2.370 -0.091  0.7301
H21 1.306 2.685 1.493  -2.6352
H22 0.133 3.280 0.344  0.1306
H23 2.659 4.794 1.130  0.4200
H24 1.087 5.096 1.826  0.4594
H25 1.913 6.537 -0.262  0.3690
H26 0.231 6.084 -0.134  0.3257
H27 1.547 5.630 -2.405  0.6191
H28 0.386 4.460 -1.839  -0.1869
H29 3.352 4.340 -1.161  0.6991
H30 2.690 3.490 -2.514  0.3318
H31 3.373 0.127 -1.075  0.9264
H32 1.423 -1.202 -3.010  0.3722
H33 1.770 -1.711 -1.376  -0.9443
H34 3.018 -3.045 -3.026  0.5049
H35 4.070 -2.213 -1.908  0.2437
H36 4.162 -2.054 -4.775  0.4139
H37 5.167 -1.200 -3.635  0.3761
H38 2.500 -0.238 -4.750  0.2544
H39 4.079 0.426 -5.079  0.5514
H40 2.847 1.779 -3.431  0.0514
H41 4.356 1.186 -2.794  0.2327
O2 -0.374 -1.709 1.381  -0.5350
S1 -1.620 -1.790 0.477  0.4532
C29 -2.443 -3.300 0.988  -1.2291
C30 -3.691 -3.448 0.165  0.0810
C31 -4.720 -2.516 0.270  -0.0826
C32 -5.861 -2.652 -0.503  -0.8458
C33 -5.980 -3.721 -1.381  -0.4830
C34 -4.959 -4.653 -1.484  -0.8300
C35 -3.812 -4.516 -0.717  -0.2086
C36 -1.036 -2.177 -1.182  -0.3305
C37 -0.523 -3.552 -1.480  1.0383
C38 -1.026 -4.225 -2.588  -0.4452
C39 -0.550 -5.484 -2.925  -0.9072
C40 0.425 -6.089 -2.146  -0.8172
C41 0.925 -5.428 -1.032  -1.1108
C42 0.460 -4.165 -0.703  0.3918
H42 -2.646 -3.151 2.050  0.6736
H43 -1.758 -4.140 0.864  0.5338
H44 -4.635 -1.687 0.963  0.4724
H45 -6.662 -1.932 -0.413  0.4321
H46 -6.874 -3.832 -1.978  0.4313
H47 -5.056 -5.492 -2.159  0.4201
H48 -3.015 -5.246 -0.794  0.5173
H49 -0.274 -1.408 -1.271  -1.2848
H50 -1.861 -1.913 -1.846  0.9980
H51 -1.795 -3.764 -3.194  0.5286
H52 -0.946 -5.993 -3.793  0.4818
H53 0.792 -7.072 -2.403  0.4826
H54 1.679 -5.900 -0.417  0.4939
H55 0.845 -3.666 0.177  0.4728
Br1 -2.442 4.722 1.867  -0.1016
C43 -2.703 3.881 3.532  0.3031
C44 -3.040 4.679 4.619  -0.4916
C45 -3.275 4.108 5.856  -0.6995
C46 -3.184 2.733 6.023  -0.7120
C47 -2.854 1.930 4.943  -0.5432
C48 -2.609 2.507 3.701  0.3760
I1 -2.201 1.210 2.112  0.1846
H56 -3.123 5.748 4.485  0.4388
H57 -3.539 4.742 6.691  0.4042
H58 -3.376 2.285 6.987  0.4488
H59 -2.789 0.857 5.062  0.4946

Charge: +2
Largest force on an atom: 0.016 hartree/bohr
E: -321146.305 eV

No. 2
This record from OMol25 describes a molecular structure, C3H3N2OS at a distorted geometry. The level of theory is ωB97M-V/def2-TZVPD.

Last column: Mulliken charge in e.
CARTESIAN COORDINATES (ANGSTROEM)
C1 0.492 1.410 0.769  -0.3193
C2 0.475 0.498 -0.324  -0.1773
C3 -0.415 -0.532 -0.075  0.2123
N1 -0.974 -0.016 1.682  -0.4312
N2 -0.890 -1.615 -0.797  -0.5511
O1 -0.320 1.155 1.748  -0.1426
S1 1.473 0.976 -1.668  -0.5775
H1 1.155 2.267 0.754  0.4354
H2 -0.437 -1.634 -1.695  0.2973
H3 -0.559 -2.508 -0.394  0.2540

Charge: -1
Largest force on an atom: 0.112 hartree/bohr
E: -19019.118 eV
Energy relative to the best compared isomer or geometry (same formula, charge and spin): 367.7 kJ/mol

No. 3
This record from OMol25 describes a molecular structure, C38H35ClCoN2Si2 at a distorted geometry. The level of theory is ωB97M-V/def2-TZVPD.

Last column: Mulliken charge in e.
CARTESIAN COORDINATES (ANGSTROEM)
C1 -2.800 -1.516 4.434  -0.3717
C2 -3.200 -0.752 3.295  -1.2253
C3 -2.524 -1.279 2.149  0.4251
H1 -3.946 0.035 3.312  0.5632
C4 -1.694 -2.364 2.603  0.3034
C5 -1.890 -2.519 4.005  -1.1599
H2 -1.474 -3.296 4.633  0.6102
H3 -3.196 -1.413 5.432  0.5603
H4 -2.645 -0.956 1.112  0.4952
H5 -1.011 -2.939 1.990  0.1981
Co1 -1.243 -0.720 3.520  -0.0827
Si1 -1.064 -0.368 -3.133  0.6565
C6 -0.310 1.167 -4.011  0.4574
C7 0.983 1.349 -4.554  -0.0984
H6 1.702 0.525 -4.580  0.3821
C8 1.378 2.608 -5.038  -0.7128
H7 2.405 2.778 -5.367  0.3751
C9 0.473 3.675 -5.063  -0.3944
H8 0.802 4.687 -5.308  0.4031
C10 -0.867 3.432 -4.749  -0.6360
H9 -1.609 4.219 -4.870  0.3858
C11 -1.247 2.198 -4.206  -0.5930
H10 -2.281 2.030 -3.895  0.3014
C12 -0.262 -1.739 -4.097  0.7560
C13 -0.993 -2.025 -5.268  -0.7049
H11 -1.980 -1.555 -5.419  0.2932
C14 -0.451 -2.904 -6.208  -0.6477
H12 -0.980 -3.059 -7.149  0.3906
C15 0.746 -3.592 -5.919  -0.4845
H13 1.120 -4.348 -6.628  0.3679
C16 1.462 -3.297 -4.753  -0.7944
H14 2.396 -3.819 -4.530  0.3834
C17 0.986 -2.336 -3.844  0.2020
H15 1.564 -2.097 -2.948  0.3017
H16 -2.538 -0.392 -3.346  -0.3230
Si2 1.686 0.194 -0.521  -0.1649
C18 0.708 -1.466 -0.612  0.9825
C19 -0.685 -1.681 -0.845  0.3932
H17 -1.431 -0.861 -1.020  0.0363
C20 -1.262 -2.929 -0.548  -1.0854
H18 -2.341 -3.040 -0.434  0.4730
C21 -0.478 -4.046 -0.308  -0.6320
H19 -0.931 -5.030 -0.188  0.4504
C22 0.899 -3.873 -0.132  -0.6674
H20 1.504 -4.718 0.195  0.4625
C23 1.485 -2.603 -0.288  -0.8739
H21 2.553 -2.525 -0.100  0.4323
C24 0.500 1.654 -0.755  0.9009
C25 -0.666 1.569 0.015  0.4013
H22 -0.934 0.632 0.513  0.1625
C26 -1.516 2.655 0.185  -0.8087
H23 -2.392 2.562 0.842  0.4627
C27 -1.230 3.855 -0.449  -0.8493
H24 -1.885 4.712 -0.313  0.4821
C28 -0.082 3.965 -1.228  -0.8118
H25 0.199 4.929 -1.651  0.4421
C29 0.739 2.852 -1.452  -0.3950
H26 1.561 2.942 -2.180  0.4931
H27 3.094 0.298 -0.876  -0.1312
Cl1 1.971 0.382 1.568  -0.1984
N1 -0.885 1.170 3.054  0.1653
C30 0.074 1.727 3.993  0.8019
C31 0.329 3.080 4.136  -0.6123
C32 1.422 3.457 4.938  -0.7074
C33 2.268 2.495 5.476  -0.9043
C34 1.998 1.105 5.356  0.5834
C35 2.809 0.060 5.819  -0.5310
C36 2.425 -1.255 5.605  -0.8945
C37 1.274 -1.549 4.858  0.0212
N2 0.467 -0.565 4.390  0.2901
C38 0.831 0.753 4.644  -0.0415
H28 -1.678 1.784 2.928  0.6107
H29 -0.445 1.117 2.133  -0.8156
H30 -0.318 3.814 3.647  0.4133
H31 1.622 4.528 5.097  0.3917
H32 3.182 2.811 5.988  0.3980
H33 3.730 0.299 6.348  0.4543
H34 3.003 -2.097 5.982  0.3889
H35 1.010 -2.582 4.586  0.4480

Multiplicity: 5
Charge: +1
Largest force on an atom: 0.113 hartree/bohr
E: -108851.375 eV
Energy relative to the best compared isomer or geometry (same formula, charge and spin): 71.9 kJ/mol

No. 4
This record from OMol25 describes a gas-phase ion, C5H10N3 (charge +1) at a distorted geometry. The level of theory is ωB97M-V/def2-TZVPD.

Last column: Mulliken charge in e.
CARTESIAN COORDINATES (ANGSTROEM)
N1 3.298 -0.428 -0.005  -0.4182
C1 1.944 -0.379 -0.090  -0.0982
C2 1.214 0.790 0.101  -0.1803
N2 -0.131 0.922 -0.072  -0.0195
C3 -1.360 0.485 -0.014  0.3501
C4 -2.223 -0.640 0.087  -0.2778
N3 -1.542 -1.880 -0.254  -0.5379
C5 -1.230 1.923 -0.154  -0.5888
H1 3.812 0.417 0.378  0.2416
H2 3.797 -1.353 0.132  0.2690
H3 1.734 -1.247 -0.730  0.3186
H4 1.675 1.767 0.308  0.3216
H5 -2.634 -0.534 1.072  0.2789
H6 -2.989 -0.430 -0.561  0.3707
H7 -0.584 -1.859 -0.069  0.1717
H8 -1.918 -2.573 0.325  0.2673
H9 -1.464 2.369 -1.089  0.2634
H10 -1.399 2.650 0.635  0.2676

Structure (SMILES): N/C=C/[N+]1=C(CN)C1
Charge: +1
Largest force on an atom: 0.076 hartree/bohr
E: -9807.284 eV
Energy relative to the best compared isomer or geometry (same formula, charge and spin): 430.7 kJ/mol